[1]
ORCA calculation (ωB97M-V/def2-TZVPD) on a cluster of 2 separate species, C4H9NO2 in total.

XYZ file:
```
16
C4H9NO2, DFT ωB97M-V/def2-TZVPD
O 3.29 -1.22 0.10
O -0.04 1.85 -0.15
N 2.35 0.63 1.06
C 2.55 -0.26 0.05
C -0.92 -0.41 -0.25
C -0.72 1.01 -0.71
C -2.41 -0.70 -0.07
H -2.61 -1.78 -0.08
H -0.34 -0.59 0.66
H -3.00 -0.24 -0.87
H 2.81 0.48 1.94
H -2.77 -0.30 0.89
H -0.51 -1.07 -1.04
H -1.26 1.27 -1.64
H 1.62 1.33 0.97
H 1.96 0.00 -0.85
```

Properties
E_HOMO = -0.3608 hartree
SMILES string = CCC=O.NC=O

Mulliken population analysis, charges in e, atoms 1 to 2: number 1, O, carries -0.589; number 2, O, carries -0.500



[2]
ORCA calculation (ωB97M-V/def2-TZVPD) on a cluster of 2 separate species, C3H12N2O2 in total at a distorted geometry.

XYZ file:
```
19
C3H12N2O2, DFT ωB97M-V/def2-TZVPD
O -2.02 1.04 -2.67
O 2.27 -1.51 1.60
N 0.42 2.00 -0.16
N -0.54 -1.75 0.88
C 0.17 -0.43 0.82
C 1.63 -0.70 0.62
C -0.25 0.61 -0.20
H 0.06 0.19 -1.27
H 0.09 -2.54 0.76
H 2.16 0.24 0.64
H 0.37 2.46 0.75
H -2.17 0.31 -3.46
H 1.85 -1.03 -0.43
H -1.38 0.71 -0.26
H -0.11 0.17 1.81
H 1.91 -1.34 2.44
H -2.92 0.86 -2.45
H -0.13 2.68 -0.76
H -1.42 -1.98 1.34
```

Properties
E_HOMO (alpha / beta) = 0.0335 / -0.2171 hartree
spin multiplicity = 2
net charge = -1

Mulliken population analysis, charges in e, atoms 1 to 2: number 1, O, carries -1.307; number 2, O, carries -0.530



[3]
ORCA calculation (ωB97M-V/def2-TZVPD) on a cluster of 6 separate species, C39H58BClF2IN4O19 in total at a distorted geometry.

XYZ file:
```
125
C39H58BClF2IN4O19, DFT ωB97M-V/def2-TZVPD
I 3.36 1.20 -1.30
Cl -3.07 -1.72 4.59
F 1.03 3.38 0.35
F 0.63 1.93 -1.52
O 4.39 3.61 1.00
O -2.73 -6.43 4.70
O -0.25 -1.40 -9.12
O -4.17 -8.13 4.48
O -2.05 -8.35 3.73
O 0.90 8.06 1.43
O -0.54 1.22 7.01
O -4.64 4.78 1.04
O -1.11 0.13 -7.70
O 1.03 0.70 5.52
O 5.54 -1.90 -6.69
O -0.90 1.65 4.83
O -1.06 7.83 2.50
O -2.23 -1.77 -8.16
O -5.23 3.11 -0.35
O 2.68 4.48 2.45
O 0.25 9.61 2.94
O 4.85 -1.69 -4.55
O 6.26 -0.18 -5.46
N 0.38 -0.63 0.89
N 1.57 -0.89 1.62
N -1.55 0.08 2.00
N -0.04 1.73 1.48
C -1.04 6.86 1.44
C 0.06 -0.23 -4.81
C 0.11 -0.35 -3.45
C 1.03 -0.81 -5.64
C 1.33 1.23 -0.56
C -2.65 -4.09 -8.76
C -3.26 1.71 1.39
C 5.49 -1.29 -5.48
C -4.04 -5.91 5.02
C -0.39 -1.97 3.90
C 6.19 -0.99 -7.60
C -4.79 3.60 0.85
C 1.18 2.06 0.77
C 2.06 -1.49 -5.02
C -1.19 -0.91 -8.27
C -0.58 -2.77 -9.37
C 2.10 -1.61 -3.65
C 0.63 0.88 9.12
C 1.14 -1.05 -2.85
C -0.40 0.41 1.48
C 0.43 0.41 7.71
C 0.05 8.60 2.35
C -1.80 -2.07 3.34
C -4.78 -7.18 5.36
C -3.97 -4.90 6.14
C -2.43 1.13 2.55
C -2.08 -2.76 -9.19
C -2.08 -1.28 2.04
C 1.25 -1.28 -1.34
C 6.95 -1.73 -8.67
C 7.06 -0.20 -6.65
C 1.63 0.58 6.82
C -2.90 -7.70 4.25
C 0.63 -0.17 -0.49
C -4.46 2.55 1.89
C -0.20 1.23 5.71
C 0.43 6.73 1.17
C -1.70 5.57 1.86
C 2.40 2.06 1.72
B 3.20 3.46 1.70
H 4.34 4.33 0.37
H -2.46 -4.86 -9.51
H 0.65 6.45 0.14
H -2.22 -4.41 -7.81
H 2.31 -0.28 6.85
H -1.57 7.29 0.58
H -4.83 3.66 -1.04
H 0.89 1.94 9.15
H 1.42 0.31 9.61
H 0.07 -0.62 7.70
H 0.23 -2.67 3.32
H -0.78 0.29 -5.25
H -0.70 0.09 -2.87
H -2.65 2.24 0.66
H -0.07 2.14 2.42
H -4.63 -7.50 6.39
H 1.60 -1.90 1.75
H 7.65 -2.44 -8.23
H 3.00 5.35 2.17
H -1.81 -1.87 1.17
H -3.73 -4.01 -8.61
H -4.44 -5.45 4.11
H 2.20 1.49 7.03
H 5.42 -0.36 -8.05
H -5.36 1.93 2.01
H -3.48 -5.32 7.01
H -4.97 -4.57 6.42
H -3.70 0.85 0.85
H -3.39 -4.04 5.82
H -4.27 2.99 2.87
H 0.63 -2.17 -1.15
H -1.25 5.19 2.78
H 2.40 -0.67 1.08
H 0.02 -0.96 3.88
H -1.61 4.81 1.08
H 8.01 -0.70 -6.42
H 7.50 -1.03 -9.30
H -2.76 5.73 2.07
H -0.41 -2.38 4.91
H -1.96 -3.13 3.08
H 3.06 1.20 1.62
H 2.81 -1.95 -5.65
H 2.27 -1.55 -1.04
H -0.06 -3.39 -8.65
H 6.27 -2.31 -9.29
H 0.95 -0.72 -6.71
H 0.93 6.04 1.85
H -3.15 0.66 3.23
H -3.17 -1.18 1.98
H -0.28 -3.06 -10.38
H 2.00 2.00 2.75
H -5.85 -7.10 5.16
H 2.93 -2.16 -3.22
H 7.26 0.81 -7.01
H -0.29 0.76 9.70
H -2.59 -2.40 -10.08
H -0.38 -0.01 -0.91
H -1.89 1.88 3.11
```

Properties
E_HOMO = -0.3949 hartree
net charge = +1

Mulliken population analysis, charges in e, atoms 1 to 2: number 1, I, carries 0.179; number 2, Cl, carries -0.298



[4]
ORCA calculation (ωB97M-V/def2-TZVPD) on the molecule C7H13N at a distorted geometry.

XYZ file:
```
21
C7H13N, DFT ωB97M-V/def2-TZVPD
N 0.14 -2.99 1.14
C 1.62 0.31 -0.01
C -0.28 -2.08 0.40
C -0.25 1.15 -1.33
C -0.78 -1.65 -0.93
C -0.85 -0.59 0.25
C -0.11 1.64 1.22
C 0.08 0.67 0.05
H -1.25 2.05 1.28
H 1.97 1.14 -0.60
H -0.06 0.41 -2.14
H -1.38 1.45 -1.40
H 0.08 1.09 2.19
H 0.31 2.64 1.28
H -1.71 -2.12 -1.27
H 0.36 1.92 -1.56
H -1.81 -0.44 0.58
H 0.37 -2.75 2.15
H 1.56 -0.60 -0.51
H 2.12 0.37 0.99
H -0.10 -1.62 -1.78
```

Properties
E_HOMO = -0.3191 hartree
SMILES string = [H]/N=C1/C[C@@H]1C(C)(C)C

Mulliken population analysis, charges in e, atoms 1 to 2: number 1, N, carries -0.749; number 2, C, carries -1.559